No. 1
{"formula": "C19H26N2O2S", "method": "wB97M-V/def2-TZVPD", "species": ["H", "H", "H", "C", "O", "C", "H", "H", "C", "C", "H", "C", "C", "C", "C", "H", "N", "S", "H", "C", "H", "C", "H", "H", "C", "C", "C", "C", "H", "H", "H", "H", "H", "H", "C", "H", "O", "H", "H", "H", "C", "H", "C", "H", "C", "H", "H", "N", "H", "C"], "coordinates": [[-4.7551, -1.3307, 1.5144], [-0.4281, -1.1132, 0.4404], [6.9372, -0.3226, -1.1990], [-2.8206, 1.0375, 0.0768], [5.2236, -1.9592, -1.0541], [-3.7138, 1.4955, -0.8875], [1.7455, -2.2978, 0.7827], [5.4550, 0.0844, 1.3306], [4.9773, -1.4054, -0.0035], [-5.3525, -0.1012, -0.1500], [-8.2000, -2.3172, 0.8602], [2.5340, -1.9098, 0.1338], [7.9466, 0.7836, 0.4649], [1.9114, 0.4949, 0.6687], [0.9068, 1.5548, 0.2408], [3.7608, -1.1850, 1.7769], [5.6777, -0.3353, 0.4418], [-6.9735, -0.7548, -0.3993], [4.0914, -2.8498, 1.2742], [-4.9627, 0.9252, -1.0084], [6.3333, 2.3092, 0.3466], [6.7741, 0.2244, -0.2801], [-3.4191, 2.3029, -1.5405], [8.9332, 0.6349, 0.0561], [-3.2183, 0.0214, 0.9357], [2.1146, -0.5515, -0.4392], [3.8488, -1.8470, 0.9156], [-1.4978, 1.7181, 0.2371], [1.2391, 2.0388, -0.6862], [7.3331, 2.1918, -1.1539], [-7.0729, -1.4345, 1.9132], [1.5410, 0.0110, 1.5753], [0.7560, -1.6838, -1.6945], [-1.3209, -0.5904, -0.9965], [-0.4140, -0.4198, -0.4108], [0.8305, 0.0290, -2.0895], [-1.4217, 2.8987, 0.5323], [-2.5477, -0.3228, 1.7097], [0.7985, 2.3336, 1.0003], [2.8560, 0.9835, 0.9087], [0.8226, -0.6843, -1.2642], [7.9171, 0.7686, 1.5443], [-7.1866, -1.9408, 0.9592], [-5.6554, 1.2707, -1.7605], [6.9992, 1.7050, -0.2515], [2.6736, -2.6085, -0.6929], [2.9126, -0.2134, -1.1074], [-0.4002, 0.9515, 0.0536], [-6.4795, -2.7590, 0.8573], [-4.4752, -0.5466, 0.8291]], "smiles": "CSc1ccc(C(=O)N2CCC(CCC(=O)NC3CC3)CC2)cc1", "spin_multiplicity": 1, "charge": 0, "fmax_ev_per_a": 0.62, "relative_energy_kcal_mol": 21.65, "lumo_energy_ev": 0.6, "e_homo_ev": -8.15}

***

No. 2
{"formula": "C40H38ClPRuSb2Se2", "method": "wB97M-V/def2-TZVPD", "species": ["C", "H", "Se", "C", "P", "C", "C", "C", "C", "C", "H", "H", "H", "H", "C", "C", "C", "C", "H", "C", "C", "H", "Sb", "C", "C", "C", "C", "C", "H", "C", "H", "H", "C", "H", "H", "H", "C", "H", "H", "C", "H", "H", "H", "H", "H", "Se", "Ru", "C", "C", "C", "C", "H", "H", "H", "H", "C", "Sb", "C", "H", "C", "Cl", "H", "C", "H", "C", "C", "H", "H", "H", "C", "C", "C", "C", "C", "C", "H", "H", "H", "H", "C", "H", "H", "H", "C", "H"], "coordinates": [[-0.6128, 0.5341, 2.6698], [1.4563, 3.3591, -0.9230], [-1.4047, -1.1439, -2.9915], [-4.7237, 1.4628, -2.2336], [-3.2647, -0.9040, -1.9346], [-4.9539, -0.2005, -3.9729], [3.0817, 0.6174, -0.9959], [-5.6016, 2.2905, -2.9229], [5.2062, -3.9796, 0.9029], [2.9839, -3.1936, 2.3708], [-0.0840, 2.2522, -2.4540], [-4.7009, -1.1723, -4.3818], [2.1422, -2.8661, 2.9677], [-5.8555, 3.2599, -2.5157], [0.0608, -1.8339, 1.6364], [0.8508, 4.3300, 2.2617], [2.1586, -0.4306, -1.2267], [-3.6285, -3.6591, -2.0280], [-4.2838, 1.7962, -1.3014], [4.2971, 0.4715, 4.4344], [1.7817, 0.5290, -3.4623], [-6.2483, 0.3099, -5.5942], [1.3825, -2.1592, -0.1039], [1.4081, 3.9967, -0.0502], [2.2688, 1.5413, 3.7240], [1.7184, 6.1532, 0.9524], [3.3351, 1.5626, -1.9581], [1.2304, 5.6609, 2.1527], [4.0154, -3.9943, 4.0686], [4.1332, -3.3719, 0.2705], [2.8332, 2.3317, -3.9145], [2.1654, 5.7075, -1.0975], [-5.8224, 0.6297, -4.6530], [5.2069, -0.8129, 2.9842], [-5.8225, -1.3939, -0.7497], [1.1213, -1.4194, -2.8340], [1.8039, 5.3216, -0.1525], [3.1270, 1.7913, 5.6617], [-0.8982, -1.9642, 1.1367], [0.9382, 3.4864, 1.1594], [-1.6411, 0.5269, 2.3156], [4.1744, -3.2168, -0.8028], [-6.8308, 2.5249, -4.6567], [-3.9565, -5.7744, -2.0889], [-2.6549, -3.7077, -2.4988], [-2.4893, -0.0101, -0.0847], [-0.3304, 0.1771, -1.1154], [-4.4007, 0.2167, -2.7585], [5.1620, -4.2098, 2.2714], [3.2225, 1.3142, 4.6949], [1.5706, -0.4905, -2.5063], [-0.8775, -1.4226, 3.4798], [0.4576, 3.9810, 3.2093], [1.1456, 6.3138, 3.0114], [0.3058, -2.8329, 2.0203], [2.6462, 1.5563, -3.1825], [0.6758, 1.3842, 1.1681], [-0.1248, -0.9180, 2.8657], [3.5374, -0.4280, 1.2899], [4.3914, -0.1355, 3.2019], [-1.6300, 3.2061, -0.9229], [5.0469, 0.2896, 5.1931], [-4.3568, -4.8156, -1.7885], [1.4357, 2.1789, 3.9804], [-5.5920, -4.7428, -1.1656], [3.4276, 0.1042, 2.2242], [1.2936, 0.4587, -4.4264], [-1.7522, 1.6521, -2.6818], [2.0205, 7.1894, 0.8760], [-6.1170, -3.5140, -0.7814], [-4.1557, -2.4292, -1.6494], [-0.9880, 1.8987, -1.9530], [-5.4061, -2.3551, -1.0294], [2.3543, 0.9520, 2.4542], [3.0146, -2.9729, 1.0004], [3.6316, 0.6910, -0.0690], [5.9931, -4.6927, 2.7684], [6.0709, -4.2819, 0.3267], [0.7989, -0.9100, 3.4425], [4.0510, -3.8207, 3.0007], [4.0614, 2.3392, -1.7548], [-6.1549, -5.6478, -0.9790], [-7.0827, -3.4625, -0.2973], [-6.1478, 1.8765, -4.1243], [-0.6015, 1.0638, 3.6203]], "spin_multiplicity": 2, "charge": 1, "fmax_ev_per_a": 0.81, "relative_energy_kcal_mol": 7.32, "lumo_energy_ev": [-3.4, -3.8], "e_homo_ev": [-10.61, -10.62]}

***

No. 3
{"formula": "C16H13N8Ru", "method": "wB97M-V/def2-TZVPD", "species": ["C", "H", "N", "C", "C", "C", "H", "N", "C", "H", "H", "H", "H", "C", "C", "N", "Ru", "C", "H", "N", "H", "H", "C", "N", "C", "C", "H", "C", "N", "H", "C", "N", "C", "H", "C", "C", "N", "H"], "coordinates": [[2.0085, 3.4033, -1.2511], [0.0330, 3.3571, 2.4408], [-1.2175, -0.9252, -1.1042], [5.0512, -3.6194, 0.7716], [-2.4021, -1.2679, -0.5941], [3.0212, -2.4249, 0.8043], [-2.5396, -1.2017, 0.4766], [3.8823, -3.2235, 1.1685], [-0.6728, -0.3990, 2.5945], [-1.8611, -1.5561, -4.3269], [2.3310, 4.4079, -1.4939], [-0.8324, -1.4713, 2.5878], [-1.5097, -0.0679, 4.5278], [1.2997, 3.1661, -0.0763], [-2.0183, -1.4674, -3.2580], [6.0995, -4.0264, 0.4594], [0.5031, -0.8940, -0.0566], [-0.1726, 2.2971, 2.4867], [-5.3353, -2.3192, -1.7212], [-3.1945, -1.8073, -2.7886], [2.0923, 0.2204, -2.3830], [2.8707, 2.4931, -3.0119], [-0.9980, -0.9915, -2.4327], [-4.6517, -2.0131, -1.0421], [-3.4371, -1.6961, -1.4669], [-0.7945, 1.7528, 3.6071], [1.0750, 3.9815, 0.5966], [-1.0419, 0.3870, 3.6656], [2.1131, -1.6714, 0.6073], [-1.0762, 2.3943, 4.4326], [2.3081, 2.3466, -2.1001], [-0.0823, 0.1379, 1.5138], [0.1866, 1.4680, 1.4455], [-4.9331, -1.9571, -0.0778], [0.8962, 1.8822, 0.2211], [1.8750, 1.0812, -1.7619], [1.1768, 0.8652, -0.6361], [-0.0528, -0.6412, -2.8243]], "spin_multiplicity": 1, "charge": 3, "fmax_ev_per_a": 2.66, "relative_energy_kcal_mol": 0.00, "lumo_energy_ev": [-14.1, -14.1], "e_homo_ev": [-18.18, -18.08]}

***

No. 4
{"formula": "C14H19N3OS2", "method": "wB97M-V/def2-TZVPD", "species": ["H", "C", "H", "C", "H", "H", "H", "H", "C", "O", "H", "N", "C", "H", "C", "S", "H", "H", "C", "H", "H", "N", "C", "C", "C", "C", "C", "H", "H", "H", "C", "N", "H", "C", "H", "S", "H", "H", "C"], "coordinates": [[-5.0348, -0.7054, 0.2618], [1.9293, -0.2077, -0.0938], [-3.7983, -1.4359, -1.6046], [2.9714, 0.3711, -0.7134], [-3.3614, 0.0785, 1.7770], [-5.8060, -0.0302, 2.2904], [7.1714, -0.2349, 1.7080], [-0.0134, -1.4909, 0.7304], [6.4326, 0.0479, 0.9844], [0.3212, 0.4580, -1.7036], [-5.7041, 0.3489, -0.9939], [-0.3660, -0.8014, 0.0768], [-4.7974, 0.1028, -0.4300], [5.3350, 1.4733, -1.8027], [-5.2120, 0.8284, 2.5914], [-2.2409, -2.6035, -0.0245], [2.7835, 0.8875, -1.6471], [-4.9067, 0.6905, 3.6255], [5.4076, 0.9408, -0.8714], [-3.7791, 0.1727, -2.3623], [7.5599, 1.1329, -0.4918], [-2.3992, -0.0987, -0.8607], [6.6072, 0.7571, -0.1648], [-1.6735, -1.0757, -0.3149], [-2.1125, 1.3109, -0.6935], [4.3204, 0.3673, -0.2554], [0.5871, -0.1311, -0.6758], [2.0580, -0.7380, 0.8390], [-5.8329, 1.7171, 2.5198], [-1.4313, 1.4300, 0.1524], [-3.4382, 2.0600, -0.4212], [-4.3837, 1.2722, 0.3319], [-3.3931, 1.8292, 2.0629], [-3.9831, 0.9836, 1.7009], [-3.9180, 2.3320, -1.3648], [4.8011, -0.4131, 1.2280], [-1.6181, 1.7085, -1.5859], [-3.2237, 2.9821, 0.1225], [-3.7054, -0.3666, -1.4138]], "smiles": "CCN1CCN(C(=S)NC(=O)/C=C/c2cccs2)CC1", "spin_multiplicity": 1, "charge": 0, "fmax_ev_per_a": 1.03, "lumo_energy_ev": -0.5, "e_homo_ev": -8.16}

***

No. 5
{"formula": "C23H19N3OS", "method": "wB97M-V/def2-TZVPD", "species": ["H", "C", "C", "C", "C", "C", "C", "H", "H", "H", "C", "C", "C", "C", "H", "H", "C", "O", "H", "N", "H", "C", "S", "H", "C", "H", "H", "H", "H", "C", "C", "C", "C", "H", "N", "C", "C", "H", "H", "H", "H", "C", "C", "C", "C", "N", "H"], "coordinates": [[-1.2083, 1.8417, 6.2382], [-1.5954, 1.3861, 5.3370], [0.6283, 0.4537, -4.7802], [1.4153, -2.1831, 0.9462], [-0.6851, 0.7583, 4.4397], [-0.0150, -0.6195, -0.2573], [-1.1079, -0.3009, -1.1647], [-4.4398, 0.7883, 3.7447], [1.3302, 2.0811, -5.9476], [2.3601, 0.9943, 1.7173], [1.5761, 1.3864, -5.1598], [-0.1602, -1.4186, -3.2597], [-1.2159, -0.6926, -2.4814], [3.2851, -1.4341, 2.4062], [3.7535, -0.6249, 2.9504], [0.4397, 1.4563, 0.0296], [-2.9097, 1.3789, 5.0793], [3.7521, -2.5850, 2.5526], [2.4278, -1.0339, -2.3020], [-2.4373, -0.2652, -2.9684], [-3.5736, 1.8337, 5.8142], [-2.5529, 0.1587, 3.0133], [-3.1169, -0.5908, 1.5499], [-1.9072, 1.3519, 0.8566], [-3.3912, 0.7829, 3.9337], [-0.6917, -1.9099, -4.0947], [3.5199, 2.2321, -4.7895], [1.7008, -3.2099, 1.1629], [0.3550, 0.5901, 4.7583], [2.1745, -0.3861, -3.1072], [1.7913, 0.1706, 1.2512], [3.1546, 0.5335, -3.5147], [0.8916, -0.4469, -3.7182], [-0.5206, -0.3904, 2.6328], [-3.0635, 0.3471, -2.0470], [0.7590, 0.4356, 0.2981], [2.8234, 1.4403, -4.5393], [0.2716, -2.1957, -2.6602], [4.1308, 0.5319, -3.0492], [-0.3308, 0.4025, -5.2440], [-3.6055, 1.4853, 0.2472], [0.3121, -1.9145, 0.1215], [-2.7617, 0.7922, 0.4088], [2.1532, -1.1459, 1.5096], [-1.1810, 0.1659, 3.2850], [-2.3042, 0.2947, -0.8872], [-0.2307, -2.7264, -0.3123]], "smiles": "O=Cc1ccc(-c2c(Cc3ccccc3)nnn2CSc2ccccc2)cc1", "spin_multiplicity": 1, "charge": 0, "fmax_ev_per_a": 3.84, "relative_energy_kcal_mol": 6.10, "lumo_energy_ev": -0.5, "e_homo_ev": -8.90}

***

Number 1: electronic energy -1397.790256 Ha. Number 2: electronic energy -7726.563808 Ha. Number 3: electronic energy -1149.294775 Ha. Number 4: electronic energy -1580.750086 Ha. Number 5: electronic energy -1525.504950 Ha.